Below is a cluster of 10 separate species, C33H88N4O16 in total, with properties calculated with wB97M-V/def2-TZVPD.

Geometry (Å):
C  1.43  2.07  -7.26
C  1.74  0.67  -7.75
C  0.68  -0.29  -7.31
C  1.68  0.66  -9.35
C  3.02  1.22  -9.96
C  4.19  0.39  -9.49
C  4.39  0.50  -7.88
C  5.26  -0.75  -7.47
C  5.02  1.80  -7.49
N  3.05  0.23  -7.24
O  3.14  0.17  -5.83
H  0.42  2.44  -7.46
H  1.62  2.19  -6.19
H  2.18  2.68  -7.76
H  -0.28  0.08  -7.65
H  0.83  -1.33  -7.62
H  0.60  -0.27  -6.22
H  1.65  -0.38  -9.69
H  0.93  1.30  -9.81
H  2.98  1.09  -11.04
H  3.14  2.27  -9.71
H  5.08  0.63  -10.06
H  3.99  -0.64  -9.80
H  4.77  -1.67  -7.78
H  5.29  -0.81  -6.38
H  6.24  -0.53  -7.90
H  4.93  1.88  -6.41
H  4.53  2.70  -7.87
H  6.08  1.79  -7.73
H  3.02  -0.76  -5.62
C  4.56  -10.38  1.96
O  4.37  -9.30  2.90
C  3.37  -9.54  3.94
C  2.78  -8.27  4.59
C  1.69  -8.48  5.59
N  2.40  -7.29  3.60
H  4.86  -11.29  2.49
H  5.36  -10.25  1.23
H  3.65  -10.67  1.43
H  2.56  -10.19  3.62
H  3.87  -10.03  4.78
H  3.58  -7.75  5.11
H  2.13  -9.15  6.33
H  0.76  -8.88  5.20
H  1.37  -7.55  6.07
H  1.93  -7.81  2.88
H  3.21  -6.88  3.14
C  -9.21  3.01  0.87
O  -8.54  2.22  -0.10
C  -8.99  2.43  -1.45
C  -7.84  1.85  -2.38
C  -6.48  2.54  -2.13
N  -8.16  1.89  -3.79
H  -8.85  2.84  1.88
H  -10.28  2.82  0.82
H  -9.00  4.05  0.61
H  -9.94  1.94  -1.63
H  -9.12  3.49  -1.69
H  -7.74  0.80  -2.12
H  -6.48  3.63  -2.09
H  -5.84  2.27  -2.97
H  -5.94  2.23  -1.23
H  -7.64  1.15  -4.24
H  -9.12  1.61  -3.94
C  -2.71  10.20  2.12
O  -1.61  9.68  1.48
C  -1.81  9.18  0.17
C  -0.54  8.77  -0.54
C  -0.87  8.60  -2.04
N  -0.04  7.50  -0.15
H  -3.62  9.60  2.04
H  -2.91  11.27  2.02
H  -2.44  10.09  3.17
H  -2.59  8.42  0.17
H  -2.49  9.81  -0.42
H  0.27  9.48  -0.33
H  0.08  8.43  -2.56
H  -1.35  9.50  -2.43
H  -1.57  7.78  -2.16
H  0.72  7.28  -0.77
H  0.31  7.76  0.75
O  2.96  -7.28  -3.87
C  1.67  -6.69  -4.07
C  1.10  -6.13  -2.71
O  1.93  -5.19  -2.19
H  3.36  -6.86  -3.11
H  1.78  -5.79  -4.67
H  0.96  -7.40  -4.51
H  1.14  -6.95  -1.98
H  0.06  -5.80  -2.80
H  1.27  -4.57  -1.86
O  -0.13  -0.77  1.12
C  0.50  0.48  1.27
C  1.84  0.24  2.05
O  1.59  -0.28  3.40
H  -1.02  -0.77  1.47
H  0.58  0.95  0.28
H  -0.14  1.19  1.79
H  2.38  1.18  2.18
H  2.54  -0.42  1.53
H  1.35  -1.19  3.19
O  2.76  7.83  5.17
C  2.45  6.57  5.66
C  3.63  5.98  6.46
O  4.72  5.95  5.59
H  2.05  8.21  4.64
H  1.51  6.58  6.22
H  2.09  5.92  4.86
H  3.42  4.93  6.67
H  3.98  6.52  7.34
H  4.81  6.87  5.34
O  -2.61  0.87  7.95
C  -3.85  0.50  7.33
C  -5.02  0.67  8.35
O  -6.34  0.48  7.75
H  -1.93  0.60  7.33
H  -4.20  1.02  6.44
H  -3.79  -0.47  6.84
H  -4.98  1.62  8.90
H  -4.89  0.01  9.20
H  -6.28  -0.37  7.30
O  -6.10  -2.50  2.15
C  -6.77  -3.73  1.98
C  -6.49  -4.42  3.27
O  -7.19  -3.86  4.42
H  -6.72  -1.78  2.02
H  -7.79  -3.51  1.67
H  -6.39  -4.36  1.17
H  -5.42  -4.45  3.48
H  -6.85  -5.45  3.19
H  -7.50  -4.64  4.89
O  6.36  -2.29  6.50
C  7.33  -2.25  5.42
C  7.64  -3.53  4.74
O  6.91  -3.56  3.58
H  5.59  -2.10  5.95
H  6.88  -1.53  4.75
H  8.23  -1.88  5.92
H  7.41  -4.31  5.46
H  8.70  -3.55  4.48
H  7.15  -4.30  3.02

* DFT total energy: -2732.59275 Eh
* E_HOMO: -8.136 eV
* HOMO-LUMO gap: 8.27 eV
* LUMO: 0.14 eV



Below is a structure of composition C33H91AgN8O9, with properties calculated with wB97M-V/def2-TZVPD.

Geometry (Å):
Ag  1.17  -1.45  -2.52
C  0.25  0.87  -0.09
O  1.10  -0.17  -0.36
H  -0.52  1.00  -0.89
H  -0.28  0.82  0.88
H  0.81  1.83  0.01
C  -6.26  -1.91  -1.17
C  -6.69  -0.46  -1.07
C  -5.55  0.50  -1.30
O  -4.55  0.25  -0.33
C  -3.52  1.19  -0.36
N  -7.74  -0.21  -2.08
H  -7.07  -2.57  -0.82
H  -5.38  -2.14  -0.57
H  -6.09  -2.18  -2.21
H  -7.10  -0.28  -0.07
H  -5.91  1.54  -1.25
H  -5.14  0.34  -2.31
H  -2.87  0.98  0.50
H  -3.90  2.20  -0.14
H  -2.98  1.24  -1.31
H  -8.47  -0.89  -1.95
H  -8.16  0.70  -1.89
C  2.01  -3.75  -0.16
C  3.36  -3.03  -0.18
C  4.43  -4.01  -0.62
O  5.67  -3.40  -0.89
C  6.47  -3.20  0.25
N  3.23  -1.92  -1.16
H  1.83  -4.16  -1.16
H  1.20  -3.09  0.13
H  2.01  -4.60  0.53
H  3.54  -2.57  0.78
H  4.09  -4.42  -1.58
H  4.50  -4.88  0.04
H  6.01  -2.47  0.94
H  7.43  -2.84  -0.11
H  6.59  -4.12  0.83
H  2.50  -1.33  -0.72
H  4.04  -1.31  -1.07
C  1.77  -0.39  3.99
C  3.07  -0.92  3.39
C  3.07  -2.44  3.44
O  4.32  -2.94  3.01
C  4.34  -4.35  3.02
N  3.23  -0.40  2.02
H  0.91  -0.82  3.46
H  1.75  0.70  3.94
H  1.68  -0.69  5.03
H  3.91  -0.59  4.00
H  2.30  -2.82  2.75
H  2.82  -2.83  4.44
H  5.28  -4.71  2.60
H  3.53  -4.70  2.36
H  4.14  -4.74  4.02
H  2.36  -0.34  1.48
H  3.77  -1.13  1.58
C  -2.72  4.71  3.22
C  -1.89  3.76  2.39
C  -0.44  4.20  2.33
O  -0.40  5.47  1.73
C  0.90  6.00  1.68
N  -1.97  2.40  2.98
H  -2.68  5.71  2.81
H  -2.32  4.74  4.24
H  -3.77  4.41  3.24
H  -2.30  3.75  1.37
H  0.16  3.47  1.75
H  -0.04  4.25  3.35
H  1.37  6.01  2.67
H  0.85  7.02  1.30
H  1.56  5.44  1.01
H  -2.97  2.19  3.02
H  -1.65  1.75  2.26
C  0.88  3.33  -3.33
C  0.54  1.90  -3.74
C  0.52  1.75  -5.25
O  -0.36  2.62  -5.90
C  -1.72  2.26  -5.77
N  1.44  0.89  -3.19
H  1.80  3.67  -3.82
H  1.02  3.42  -2.25
H  0.10  4.01  -3.66
H  -0.50  1.70  -3.43
H  0.28  0.70  -5.49
H  1.54  1.88  -5.63
H  -2.19  2.40  -6.75
H  -2.22  2.91  -5.05
H  -1.83  1.23  -5.44
H  2.40  1.16  -3.38
H  1.38  0.93  -2.17
C  0.20  -3.69  -6.39
C  0.27  -2.85  -5.12
C  -1.10  -2.65  -4.52
O  -1.01  -1.68  -3.48
C  -2.30  -1.40  -2.94
N  1.21  -3.40  -4.10
H  -0.53  -3.29  -7.10
H  -0.13  -4.71  -6.18
H  1.15  -3.76  -6.91
H  0.69  -1.87  -5.35
H  -1.48  -3.60  -4.13
H  -1.78  -2.28  -5.29
H  -2.80  -2.29  -2.57
H  -2.88  -0.88  -3.71
H  -2.17  -0.70  -2.11
H  2.11  -3.57  -4.55
H  0.94  -4.36  -3.85
C  -2.08  -1.39  2.05
C  -2.98  -1.23  3.26
C  -4.28  -1.97  3.07
O  -5.10  -1.77  4.20
C  -6.17  -2.68  4.26
N  -2.27  -1.80  4.42
H  -1.24  -0.69  2.11
H  -2.61  -1.24  1.11
H  -1.61  -2.37  2.08
H  -3.23  -0.17  3.42
H  -4.06  -3.03  2.89
H  -4.82  -1.62  2.17
H  -6.61  -2.82  3.26
H  -6.91  -2.27  4.94
H  -5.83  -3.66  4.61
H  -1.55  -1.13  4.70
H  -2.90  -1.83  5.21
C  3.60  3.95  -0.36
C  4.26  2.90  0.50
C  3.70  2.87  1.91
O  3.85  4.13  2.53
C  3.46  4.09  3.87
N  4.12  1.58  -0.16
H  3.78  4.95  0.06
H  2.51  3.81  -0.35
H  3.97  3.95  -1.38
H  5.33  3.12  0.54
H  4.22  2.08  2.47
H  2.63  2.60  1.87
H  3.44  5.11  4.25
H  4.16  3.50  4.49
H  2.47  3.63  3.99
H  3.11  1.54  -0.37
H  4.13  0.84  0.55

* DFT total energy: -2573.93182 Eh
* E_HOMO: -7.653 eV
* HOMO-LUMO gap: 8.05 eV
* LUMO: 0.40 eV